(1)
A cluster of 3 separate species, C13H24Cl2N3O5 in total, computed with ωB97M-V with the def2-TZVPD basis set.

Output
- LUMO level: 2.5955 eV
- DFT total energy: -1970.66515 a.u.
- Net charge: -1

Geometry (Å):
C1 0.3471 1.0578 4.6815
C2 1.2796 -0.0952 4.9438
O1 1.9152 -0.2520 5.9386
O2 1.2930 -1.0262 3.9301
C3 1.9041 -0.6594 2.7488
O3 2.5813 0.3327 2.7192
C4 1.5909 -1.6429 1.6354
N1 0.2030 -1.9195 1.4371
C5 -0.3841 -1.1761 0.4442
Cl1 -1.9785 -2.0697 -0.0044
C6 -0.8015 0.3050 0.7684
C7 -2.0640 0.9021 0.1608
Cl2 0.6045 1.3529 0.2975
H1 -0.1042 1.3736 5.6223
H2 0.9394 1.8845 4.2807
H3 -0.4161 0.7872 3.9532
H4 2.1244 -2.5669 1.9307
H5 2.1282 -1.2287 0.7611
H6 0.1443 -1.1488 -0.5332
H7 -0.8394 0.3616 1.8580
H8 -2.2288 0.5324 -0.8525
H9 -2.9279 0.6305 0.7714
H10 -1.9924 1.9917 0.1370
C8 -0.3073 -6.2781 -3.7933
C9 -0.4196 -5.5387 -2.4688
O4 0.5468 -5.4166 -1.7419
N2 -1.6423 -5.0372 -2.1501
C10 -2.8569 -5.1363 -2.9249
H11 0.7216 -6.6107 -3.8926
H12 -0.9693 -7.1450 -3.8229
H13 -0.5571 -5.6291 -4.6340
H14 -1.7097 -4.5290 -1.2769
H15 -3.2325 -4.1451 -3.1892
H16 -3.6400 -5.6544 -2.3658
H17 -2.6799 -5.6871 -3.8435
C11 0.2451 6.3152 -2.0813
C12 0.0398 5.6121 -0.7541
O5 -1.0759 5.3618 -0.3354
N3 1.1540 5.2820 -0.0491
C13 2.5356 5.5182 -0.3994
H18 -0.7356 6.5063 -2.5062
H19 0.7721 7.2615 -1.9507
H20 0.8201 5.6951 -2.7703
H21 0.9612 4.7825 0.8065
H22 3.0834 4.5778 -0.4825
H23 3.0319 6.1371 0.3512
H24 2.5966 6.0312 -1.3544

The molecule's Mulliken atomic charges, reported in e, are given here: atom 1 (C): -0.88, atom 2 (C): 0.69, atom 3 (O): -0.57, atom 4 (O): -0.29, atom 5 (C): 0.59, atom 6 (O): -0.58, atom 7 (C): -0.57, atom 8 (N): -0.65, atom 9 (C): -0.23, atom 10 (Cl): -0.37, atom 11 (C): 1.11, atom 12 (C): -1.43, atom 13 (Cl): -0.25, atom 14 (H): 0.36, atom 15 (H): 0.24, atom 16 (H): 0.25, atom 17 (H): 0.33, atom 18 (H): 0.27, atom 19 (H): 0.33, atom 20 (H): -0.44, atom 21 (H): 0.33, atom 22 (H): 0.35, atom 23 (H): 0.43, atom 24 (C): -1.28, atom 25 (C): 0.80, atom 26 (O): -0.63, atom 27 (N): -0.06, atom 28 (C): -0.88, atom 29 (H): 0.29, atom 30 (H): 0.35, atom 31 (H): 0.34, atom 32 (H): 0.17, atom 33 (H): 0.28, atom 34 (H): 0.29, atom 35 (H): 0.33, atom 36 (C): -1.31, atom 37 (C): 0.85, atom 38 (O): -0.64, atom 39 (N): -0.13, atom 40 (C): -0.83, atom 41 (H): 0.30, atom 42 (H): 0.37, atom 43 (H): 0.34, atom 44 (H): 0.19, atom 45 (H): 0.28, atom 46 (H): 0.29, atom 47 (H): 0.31


(2)
An isolated molecule of C20H27NO4S, computed with ωB97M-V with the def2-TZVPD basis set.

Output
- LUMO level: 0.7075 eV
- DFT total energy: -1532.19686 a.u.
- Relative energy (zero: lowest compared OMol25 entry of this formula, charge and spin): 0.0 kJ/mol
- Structure (SMILES): CCOc1cc(C(=O)N[C@@H](C)Cc2cccs2)cc(OCC)c1OCC

Geometry (Å):
C1 -3.1132 -2.2009 -1.9427
C2 -3.3800 -2.6556 -0.5117
O1 -2.2192 -2.5942 0.2993
C3 -1.5810 -1.4153 0.5568
C4 -0.2190 -1.5685 0.8107
C5 0.5706 -0.4826 1.1397
C6 2.0380 -0.5416 1.3865
O2 2.6276 0.3463 1.9750
N1 2.6744 -1.6439 0.9110
C7 4.1137 -1.6791 0.7861
C8 4.6391 -3.0746 1.0948
C9 4.5273 -1.2229 -0.6347
C10 3.8944 0.0858 -0.9559
C11 2.6803 0.3047 -1.5320
C12 2.3277 1.6715 -1.5808
C13 3.2747 2.4708 -1.0302
S1 4.6159 1.5727 -0.4458
C14 -0.0145 0.7751 1.2334
C15 -1.3666 0.9567 1.0043
O3 -2.0035 2.1586 1.1485
C16 -1.2608 3.3159 1.4812
C17 -0.4943 3.8948 0.2958
C18 -2.1747 -0.1438 0.6441
O4 -3.5263 -0.0523 0.4427
C19 -4.0874 1.1058 -0.1591
C20 -5.4243 0.7072 -0.7691
H1 -4.0034 -2.3500 -2.5481
H2 -2.8439 -1.1477 -1.9639
H3 -2.2949 -2.7750 -2.3721
H4 -4.1970 -2.0800 -0.0698
H5 -3.6432 -3.7175 -0.4990
H6 0.1658 -2.5752 0.7653
H7 2.1595 -2.2768 0.3199
H8 4.4959 -0.9563 1.5146
H9 5.7241 -3.0878 1.0408
H10 4.3358 -3.3745 2.0943
H11 4.2470 -3.7964 0.3805
H12 4.2008 -1.9730 -1.3603
H13 5.6142 -1.1445 -0.6770
H14 2.0539 -0.4811 -1.9177
H15 1.4100 2.0339 -2.0098
H16 3.2725 3.5381 -0.9300
H17 0.6302 1.5901 1.5166
H18 -2.0225 4.0287 1.8115
H19 -0.5874 3.1151 2.3218
H20 -1.1781 4.0931 -0.5266
H21 -0.0209 4.8268 0.5919
H22 0.2735 3.2061 -0.0472
H23 -3.4147 1.4940 -0.9328
H24 -4.2380 1.8854 0.5946
H25 -5.9069 1.5831 -1.1935
H26 -5.2839 -0.0349 -1.5507
H27 -6.0674 0.2857 -0.0012

The molecule's Mulliken atomic charges, reported in e, are given here: atom 1 (C): -1.00, atom 2 (C): -0.20, atom 3 (O): -0.53, atom 4 (C): 0.01, atom 5 (C): -0.62, atom 6 (C): -0.45, atom 7 (C): 0.19, atom 8 (O): -0.69, atom 9 (N): -0.03, atom 10 (C): 0.03, atom 11 (C): -1.62, atom 12 (C): -1.10, atom 13 (C): 0.48, atom 14 (C): -0.62, atom 15 (C): -0.48, atom 16 (C): -0.50, atom 17 (S): -0.16, atom 18 (C): -0.64, atom 19 (C): 1.24, atom 20 (O): -0.42, atom 21 (C): -0.67, atom 22 (C): -0.52, atom 23 (C): 0.54, atom 24 (O): -0.61, atom 25 (C): -0.21, atom 26 (C): -1.32, atom 27 (H): 0.36, atom 28 (H): 0.17, atom 29 (H): 0.33, atom 30 (H): 0.19, atom 31 (H): 0.39, atom 32 (H): 0.60, atom 33 (H): 0.33, atom 34 (H): 0.50, atom 35 (H): 0.41, atom 36 (H): 0.40, atom 37 (H): 0.34, atom 38 (H): 0.33, atom 39 (H): 0.49, atom 40 (H): 0.44, atom 41 (H): 0.48, atom 42 (H): 0.45, atom 43 (H): 0.69, atom 44 (H): 0.41, atom 45 (H): 0.41, atom 46 (H): 0.30, atom 47 (H): 0.40, atom 48 (H): -0.16, atom 49 (H): 0.32, atom 50 (H): 0.30, atom 51 (H): 0.43, atom 52 (H): 0.26, atom 53 (H): 0.32


(3)
A cluster of 9 separate species, C3H23O8S in total at a distorted geometry, computed with ωB97M-V with the def2-TZVPD basis set.

Output
- LUMO level (spin up / spin down): -0.2869 / -3.2607 eV
- DFT total energy: -1128.12940 a.u.
- ⟨S²⟩: 0.75
- 2S+1: 2

Geometry (Å):
C1 -2.8811 -1.0952 -2.1154
C2 -1.7578 -0.8156 -1.0863
C3 -2.3009 -0.5412 0.3158
S1 -1.8908 1.1201 0.9642
H1 -2.8946 -2.1481 -2.3904
H2 -2.6577 -0.6272 -3.0771
H3 -3.8314 -0.6846 -1.8055
H4 -1.2802 -1.7966 -0.9907
H5 -0.9763 -0.1256 -1.3998
H6 -1.8627 -1.1946 1.0777
H7 -3.3714 -0.6548 0.3992
H8 1.3496 -1.2793 -3.9188
H9 0.9331 0.0084 -4.5533
O1 0.8063 -0.9597 -4.6723
H10 0.3365 1.1291 3.5663
H11 -0.9933 0.4320 3.5360
O2 -0.1179 0.3617 3.9614
H12 2.4511 -0.7557 3.0783
H13 1.0012 -0.8005 3.5568
O3 1.7848 -1.3674 3.4019
H14 0.6901 2.6103 2.4381
H15 0.6031 2.0692 1.0896
O4 1.1038 1.9046 1.9077
H16 3.5567 0.6316 -0.1033
H17 2.7207 1.5602 0.7045
O5 3.5942 1.4766 0.3329
H18 1.5679 -1.7908 1.6338
H19 0.7190 -1.2519 0.5478
O6 1.5357 -1.7659 0.6698
H20 -1.5178 1.4871 -2.9613
H21 -1.3797 2.3859 -1.7171
O7 -0.9963 2.2211 -2.5886
H22 1.6523 -2.7072 -1.5676
H23 1.0553 -1.4106 -1.3936
O8 1.5209 -1.9000 -2.0649

The molecule's Mulliken atomic charges, reported in e, are given here: atom 1 (C): -1.35, atom 2 (C): -0.06, atom 3 (C): -0.72, atom 4 (S): -0.18, atom 5 (H): 0.35, atom 6 (H): 0.30, atom 7 (H): 0.38, atom 8 (H): 0.19, atom 9 (H): 0.43, atom 10 (H): 0.30, atom 11 (H): 0.51, atom 12 (H): 0.35, atom 13 (H): 0.31, atom 14 (O): -0.64, atom 15 (H): 0.35, atom 16 (H): 0.30, atom 17 (O): -0.74, atom 18 (H): 0.32, atom 19 (H): 0.48, atom 20 (O): -0.77, atom 21 (H): 0.38, atom 22 (H): 0.27, atom 23 (O): -0.70, atom 24 (H): 0.33, atom 25 (H): 0.32, atom 26 (O): -0.61, atom 27 (H): 0.37, atom 28 (H): 0.24, atom 29 (O): -0.64, atom 30 (H): 0.31, atom 31 (H): 0.31, atom 32 (O): -0.63, atom 33 (H): 0.32, atom 34 (H): 0.26, atom 35 (O): -0.62


(4)
An isolated molecule of C4H5NO2, computed with ωB97M-V with the def2-TZVPD basis set.

Output
- LUMO level (spin up / spin down): -1.1803 / -0.8596 eV
- DFT total energy: -360.51904 a.u.
- Relative energy (zero: lowest compared OMol25 entry of this formula, charge and spin): 394.8 kJ/mol

Geometry (Å):
N1 -2.1300 -0.4846 -0.2277
C1 -1.0427 0.3087 0.0391
C2 0.2264 -0.4242 0.1726
C3 1.4568 0.1837 0.1503
O1 2.6082 -0.5109 0.0176
C4 1.5584 1.5129 0.6153
O2 -1.1629 1.5231 0.1647
H1 -2.9816 0.0055 -0.4576
H2 -2.0162 -1.4100 -0.6093
H3 0.1796 -1.4999 0.3468
H4 2.3912 -1.4113 -0.2644
H5 0.8937 2.2025 0.0827

The molecule's Mulliken atomic charges, reported in e, are given here: atom 1 (N): -0.44, atom 2 (C): 0.59, atom 3 (C): -0.59, atom 4 (C): 0.78, atom 5 (O): -0.47, atom 6 (C): -0.50, atom 7 (O): -0.64, atom 8 (H): 0.25, atom 9 (H): 0.21, atom 10 (H): 0.24, atom 11 (H): 0.31, atom 12 (H): 0.25


(5)
A cluster of 10 separate species, C33H48Cl36FN3O8PS in total at a distorted geometry, computed with ωB97M-V with the def2-TZVPD basis set.

Output
- LUMO level: -2.1400 eV
- DFT total energy: -19458.15826 a.u.
- Net charge: +1

Geometry (Å):
C1 -6.1849 -0.9136 3.1710
C2 -6.4846 -2.1111 2.1267
O1 -5.7164 -3.3105 2.4652
C3 -4.5200 -3.2702 1.6604
C4 -3.3100 -4.1336 2.2409
O2 -2.1921 -4.0082 1.3248
C5 -1.5285 -2.7461 1.4530
N1 -0.0281 -2.8401 1.6294
C6 0.1938 -3.3691 3.0000
C7 -0.2039 -2.4628 4.2385
N2 0.2425 -2.6027 5.4577
C8 0.6404 -3.7992 0.6682
C9 0.5474 -5.3519 0.9421
N3 1.7932 -5.7957 1.6657
C10 0.1996 -3.5534 -0.8487
O3 0.0179 -2.1532 -1.1484
C11 0.8074 -1.2797 -0.3106
S1 2.5371 -1.5159 -1.0224
C12 0.3799 0.2128 -0.7798
C13 1.3949 1.3509 -0.3262
O4 1.9331 1.9495 -1.5565
C14 2.4232 3.2584 -1.3211
O5 1.7716 4.2113 -1.7806
C15 3.7837 3.5168 -0.5520
C16 5.0977 3.0032 -1.3068
C17 0.6747 -1.5235 1.2861
F1 -0.3124 -0.5179 1.6743
C18 1.9689 -1.1922 2.1388
C19 1.8111 -0.1536 3.3567
C20 2.4260 1.3077 3.0918
P1 2.5905 2.2895 4.7275
O6 2.8963 1.2659 5.8461
O7 1.1307 3.0301 5.1819
C21 0.4044 3.6191 4.0627
C22 -0.6865 2.5680 3.5567
O8 3.9308 3.3211 4.6743
C23 3.6026 4.7084 4.4102
C24 3.7669 5.0345 2.8367
H1 -6.2282 -1.2754 4.2567
H2 -6.9751 -0.0824 3.0997
H3 -5.1815 -0.4107 2.9934
H4 -6.2671 -1.7302 1.0759
H5 -7.6012 -2.3402 2.1707
H6 -4.2000 -2.1800 1.5642
H7 -4.7482 -3.6358 0.5932
H8 -3.0435 -3.8939 3.3263
H9 -3.6659 -5.2270 2.2441
H10 -1.8366 -2.1393 0.5254
H11 -2.0583 -2.1972 2.3076
H12 -0.4530 -4.3047 3.1866
H13 1.2673 -3.7356 3.1926
H14 -0.9216 -1.5883 4.0478
H15 -0.1994 -1.8630 6.0409
H16 1.7683 -3.5740 0.7675
H17 0.5452 -5.9134 -0.0650
H18 -0.3253 -5.7201 1.5606
H19 2.6159 -5.5090 1.1161
H20 1.7956 -6.8132 1.8048
H21 1.0240 -3.9820 -1.5038
H22 -0.7747 -4.1339 -1.0395
H23 2.3992 -1.9802 -2.3394
H24 0.4690 0.1613 -1.9283
H25 -0.7193 0.4397 -0.5893
H26 2.2945 0.9958 0.2673
H27 0.8106 2.1327 0.2695
H28 3.7205 2.9504 0.4439
H29 3.8571 4.6456 -0.3662
H30 5.5580 3.8650 -1.9059
H31 5.8711 2.7741 -0.4860
H32 4.9442 2.0740 -1.9378
H33 2.8090 -0.6733 1.5396
H34 2.5228 -2.1159 2.5463
H35 2.4548 -0.5794 4.2122
H36 0.7801 -0.0211 3.7876
H37 1.8160 1.9511 2.3820
H38 3.4770 1.2327 2.6625
H39 1.0896 3.9243 3.2083
H40 -0.1281 4.5573 4.4555
H41 -1.1463 2.0011 4.4264
H42 -0.3060 1.8071 2.8017
H43 -1.5111 3.1604 3.0293
H44 2.6226 5.0744 4.8483
H45 4.4237 5.3320 4.9230
H46 3.7449 6.1593 2.6897
H47 4.8234 4.6822 2.5624
H48 2.9511 4.4659 2.2907
C25 5.6802 -4.7075 2.3764
Cl1 7.4351 -4.9283 2.5047
Cl2 5.1922 -4.8161 0.6693
Cl3 4.8545 -5.9717 3.3087
Cl4 5.2353 -3.1107 3.0182
C26 -0.6125 1.0762 -5.2260
Cl5 -2.2563 0.9021 -4.5730
Cl6 -0.6940 1.7946 -6.8461
Cl7 0.3382 2.1200 -4.1517
Cl8 0.1569 -0.5227 -5.3273
C27 -4.3715 2.1862 -9.0792
Cl9 -3.1111 2.9792 -10.0474
Cl10 -4.9165 0.7128 -9.9044
Cl11 -3.7119 1.7494 -7.4889
Cl12 -5.7430 3.2946 -8.8702
C28 3.5319 6.9879 -3.6764
Cl13 3.2988 7.1452 -1.9230
Cl14 2.1255 6.1707 -4.4030
Cl15 3.7124 8.6059 -4.3842
Cl16 4.9970 6.0320 -3.9846
C29 -5.8590 -3.2862 -8.7847
Cl17 -4.7525 -1.9963 -8.2717
Cl18 -6.4787 -4.1382 -7.3540
Cl19 -7.2154 -2.5781 -9.6858
Cl20 -4.9897 -4.4321 -9.8259
C30 4.2710 6.7397 -7.8992
Cl21 4.3083 7.4108 -9.5433
Cl22 5.5895 7.4539 -6.9515
Cl23 2.7000 7.1122 -7.1465
Cl24 4.4846 4.9779 -7.9760
C31 -1.9576 4.6259 -0.4813
Cl25 -2.4545 6.2481 -0.9998
Cl26 -0.5280 4.7533 0.5682
Cl27 -3.2847 3.8589 0.4186
Cl28 -1.5621 3.6435 -1.9058
C32 -3.2974 -3.7000 -4.7443
Cl29 -3.8255 -2.1043 -5.3121
Cl30 -1.8590 -3.5146 -3.7143
Cl31 -4.6023 -4.4578 -3.8076
Cl32 -2.8985 -4.7226 -6.1392
C33 -3.7799 -4.4813 6.5154
Cl33 -3.8237 -4.5878 8.2861
Cl34 -2.1964 -3.8581 5.9979
Cl35 -4.0362 -6.0941 5.8170
Cl36 -5.0576 -3.3836 5.9541

Results of the Mulliken charge analysis, in e, for atoms 1 through 99: atom 1 (C): -0.67, atom 2 (C): -0.30, atom 3 (O): -0.38, atom 4 (C): -0.15, atom 5 (C): 0.11, atom 6 (O): -0.30, atom 7 (C): -1.34, atom 8 (N): 1.38, atom 9 (C): -0.48, atom 10 (C): -0.78, atom 11 (N): -0.71, atom 12 (C): 0.33, atom 13 (C): -0.55, atom 14 (N): -0.35, atom 15 (C): -1.97, atom 16 (O): 0.19, atom 17 (C): -0.13, atom 18 (S): -0.21, atom 19 (C): -0.79, atom 20 (C): 0.53, atom 21 (O): -0.17, atom 22 (C): 0.15, atom 23 (O): -0.17, atom 24 (C): 0.97, atom 25 (C): -1.18, atom 26 (C): 0.46, atom 27 (F): -0.56, atom 28 (C): -0.58, atom 29 (C): -0.73, atom 30 (C): 0.43, atom 31 (P): 0.96, atom 32 (O): -0.76, atom 33 (O): -0.45, atom 34 (C): 0.22, atom 35 (C): -0.35, atom 36 (O): -0.39, atom 37 (C): -0.34, atom 38 (C): -0.40, atom 39 (H): 0.09, atom 40 (H): 0.36, atom 41 (H): 0.16, atom 42 (H): 0.27, atom 43 (H): 0.36, atom 44 (H): 0.17, atom 45 (H): 0.21, atom 46 (H): -0.19, atom 47 (H): 0.42, atom 48 (H): 0.29, atom 49 (H): 0.64, atom 50 (H): 0.65, atom 51 (H): 0.70, atom 52 (H): 0.25, atom 53 (H): 0.39, atom 54 (H): 0.72, atom 55 (H): 0.33, atom 56 (H): 0.18, atom 57 (H): 0.05, atom 58 (H): 0.28, atom 59 (H): 0.34, atom 60 (H): 0.58, atom 61 (H): 0.28, atom 62 (H): 0.05, atom 63 (H): 0.38, atom 64 (H): 0.16, atom 65 (H): -0.19, atom 66 (H): -0.62, atom 67 (H): 0.12, atom 68 (H): 0.19, atom 69 (H): 0.38, atom 70 (H): 0.29, atom 71 (H): 1.13, atom 72 (H): -0.52, atom 73 (H): 0.41, atom 74 (H): 0.15, atom 75 (H): -0.72, atom 76 (H): 0.49, atom 77 (H): -0.26, atom 78 (H): 0.37, atom 79 (H): 0.30, atom 80 (H): -0.26, atom 81 (H): 0.29, atom 82 (H): 0.24, atom 83 (H): 0.34, atom 84 (H): 0.41, atom 85 (H): 0.26, atom 86 (H): -0.20, atom 87 (C): 0.34, atom 88 (Cl): -0.08, atom 89 (Cl): -0.12, atom 90 (Cl): -0.09, atom 91 (Cl): -0.06, atom 92 (C): 0.18, atom 93 (Cl): -0.15, atom 94 (Cl): -0.08, atom 95 (Cl): 0.03, atom 96 (Cl): -0.09, atom 97 (C): 0.25, atom 98 (Cl): -0.10, atom 99 (Cl): -0.07